Molecular formula: C17H22N2O4
Method: DFT, ωB97M-V with the def2-TZVPD basis set

Calculated values
Energy relative to the best compared isomer or geometry (same formula, charge and spin)   3.225 eV
F_max   1.22 eV Å⁻¹
HOMO energy   -8.10 eV
Charge   0
Gap between HOMO and LUMO   8.755 eV
E_LUMO   0.0241 Ha
DFT total energy   -1071.42309 Eh

Structure (XYZ):
```
45
Properties=species:S:1:pos:R:3:forces:R:3:mulliken_charge:R:1
C 4.6838 2.0563 -2.1363 0.1 0.2 -0.1 -0.96
H 4.0186 2.3760 -2.9368 0.1 0.0 0.0 0.22
O 3.9711 1.0797 -1.4201 -0.1 -0.3 0.3 -0.35
C 4.5706 0.5022 -0.3426 -0.2 0.0 -0.1 0.80
C 5.8440 0.7919 0.1160 -0.2 0.1 -0.2 -0.38
C 6.3590 0.1386 1.2283 0.0 -0.1 0.2 -0.76
C 5.6035 -0.8048 1.8877 0.2 0.1 0.0 -0.79
C 4.3227 -1.1073 1.4417 -0.2 0.0 -0.1 -0.56
C 3.7968 -0.4672 0.3343 0.0 0.1 -0.1 0.64
O 2.5545 -0.6853 -0.1891 0.2 0.2 -0.1 -0.19
C 1.7472 -1.6843 0.3960 -0.2 -0.2 0.2 -0.73
C 0.4936 -1.7879 -0.4079 0.5 -0.3 -0.6 0.23
C 0.2876 -2.1466 -1.7101 0.2 0.1 0.7 -0.53
C -1.1013 -2.0482 -1.9323 -0.5 0.3 0.7 -0.77
C -1.6516 -1.6362 -0.7466 0.1 -0.4 -1.2 0.91
C -3.0594 -1.3726 -0.4062 0.1 0.0 0.4 -0.16
O -3.9633 -1.5282 -1.2081 0.1 -0.1 -0.2 -0.67
N -3.2474 -0.9454 0.8636 0.1 0.0 0.2 0.00
H -2.4402 -0.7834 1.4449 0.0 -0.1 -0.1 0.28
C -4.5421 -0.5704 1.3713 -0.3 0.4 0.1 -0.71
H -4.7271 -1.0990 2.3126 -0.1 0.0 -0.1 0.35
C -4.6882 0.9466 1.6291 -0.1 -0.3 0.0 -0.97
N -4.6692 1.8331 0.4896 0.1 0.0 0.0 0.07
C -3.3687 2.0606 -0.1046 -0.1 0.1 -0.1 -0.89
H -3.0338 1.2440 -0.7576 0.1 0.0 0.0 0.25
H -3.4242 2.9690 -0.7067 0.1 0.0 -0.1 0.35
H -2.6291 2.2151 0.6796 0.1 0.0 0.0 0.30
C -5.6650 1.5256 -0.5166 0.1 0.1 0.0 -0.91
H -5.7454 2.3775 -1.1918 -0.1 0.0 -0.1 0.31
H -6.6286 1.3749 -0.0324 -0.1 0.0 0.0 0.29
H -5.4172 0.6362 -1.1121 0.0 0.0 0.0 0.30
H -3.8977 1.2693 2.3136 -0.1 0.0 0.1 0.42
H -5.6491 1.0921 2.1345 0.1 0.0 0.1 0.35
H -5.2734 -0.8992 0.6308 0.0 0.0 0.2 0.41
O -0.6754 -1.4738 0.1829 -0.2 0.1 0.3 -0.32
H -1.6384 -2.2510 -2.8353 -0.2 0.0 -0.1 0.54
H 1.0390 -2.4356 -2.4150 0.2 -0.1 -0.1 0.55
H 1.4869 -1.4232 1.4315 0.1 -0.1 -0.1 0.40
H 2.2747 -2.6504 0.3900 -0.1 0.2 0.0 0.42
H 3.7453 -1.8471 1.9731 -0.1 -0.1 0.0 0.38
H 5.9970 -1.3149 2.7533 0.0 0.0 0.1 0.36
H 7.3542 0.3785 1.5696 0.1 0.0 0.0 0.37
H 6.4508 1.5277 -0.3871 0.0 0.1 -0.1 0.39
H 5.6026 1.6486 -2.5714 0.0 0.0 0.0 0.38
H 4.9320 2.9181 -1.5075 0.0 0.0 0.0 0.38
```
Positions in Å, forces in eV/Å.

=====

Molecular formula: C8H3NO5SSr
Method: DFT, ωB97M-V with the def2-TZVPD basis set

Calculated values
F_max   5.31 eV Å⁻¹
HOMO energy   -16.40 eV
Charge   +2
Gap between HOMO and LUMO   8.228 eV
E_LUMO   -0.3002 Ha
DFT total energy   -1165.95629 Eh

Structure (XYZ):
```
19
Properties=species:S:1:pos:R:3:forces:R:3:mulliken_charge:R:1
O 0.0027 4.0356 -0.1824 0.0 -3.0 0.0 -0.01
C -0.0074 2.8966 -0.1527 0.0 2.8 0.0 0.07
Sr -0.0289 -0.1994 0.3809 0.2 1.0 0.3 2.33
O 0.0038 0.0175 -3.5433 -0.1 -0.1 3.9 -0.01
C -0.0157 -0.0089 -2.3976 0.1 0.1 -4.4 0.11
C -0.0129 -2.8010 -0.0957 0.0 -5.3 -0.5 -0.21
O -0.0025 -3.9458 -0.1990 0.0 4.3 0.3 0.11
C -2.6928 -0.0100 0.0173 -4.9 0.1 -0.8 -0.17
O -3.8264 0.0230 -0.1649 4.1 -0.1 0.7 0.09
C 2.6552 -0.0183 -0.0698 5.1 0.1 -0.7 -0.11
O 3.7958 0.0147 -0.2268 -4.5 -0.1 0.6 0.07
S -0.9291 0.0303 5.2383 0.6 0.0 -1.0 0.02
C 0.7913 -0.0205 5.0296 -0.2 0.0 -1.2 -0.28
C 1.1183 -0.0316 3.6913 -1.3 0.0 0.5 -0.59
N 0.0099 -0.0037 2.8366 -0.9 0.0 1.3 -0.30
C -1.1538 0.0308 3.5299 1.9 0.0 0.2 -0.22
H 1.4978 -0.0396 5.8457 -0.2 0.0 0.1 0.42
H 2.1171 -0.0575 3.2606 -0.2 0.0 0.3 0.39
H -2.1357 0.0613 3.0481 0.4 0.0 0.4 0.29
```
Positions in Å, forces in eV/Å.

=====

Molecular formula: C3H4ClNO
Method: DFT, ωB97M-V with the def2-TZVPD basis set

Calculated values
Energy relative to the best compared isomer or geometry (same formula, charge and spin)   3.344 eV
F_max   6.04 eV Å⁻¹
HOMO energy (alpha / beta)   -7.41 / -11.48 eV
Charge   0
Gap between HOMO and LUMO (alpha / beta)   8.087 / 6.816 eV
E_LUMO (alpha / beta)   0.0251 / -0.1714 Ha
DFT total energy   -706.62420 Eh
Expectation value of S²   2.013
Spin multiplicity   3

Structure (XYZ):
```
10
Properties=species:S:1:pos:R:3:forces:R:3:mulliken_charge:R:1
C 1.8667 -0.8903 -0.0311 0.0 4.3 1.0 -0.02
C -1.0283 -0.1003 0.3895 2.4 -1.4 2.2 -1.24
C -0.0862 0.5914 -0.6098 -2.7 1.0 0.7 0.29
N 2.4252 -1.7166 0.4998 2.4 -5.2 1.9 -0.28
O 0.9406 -0.1230 -1.0867 -1.2 -0.1 -3.5 -0.03
Cl 0.5872 2.0243 0.2082 0.5 0.6 0.1 -0.14
H -1.9862 0.0096 0.1181 -3.6 0.7 -1.6 0.42
H -0.9656 -1.2047 0.5269 0.8 0.8 -0.2 0.32
H -1.0112 0.3941 1.3806 0.6 -0.5 -0.5 0.34
H -0.7421 1.0154 -1.3955 0.9 -0.4 -0.1 0.33
```
Positions in Å, forces in eV/Å.

=====

Molecular formula: C4HNO
Method: DFT, ωB97M-V with the def2-TZVPD basis set

Calculated values
Energy relative to the best compared isomer or geometry (same formula, charge and spin)   0.345 eV
F_max   1.31 eV Å⁻¹
HOMO energy   -11.43 eV
Charge   0
Gap between HOMO and LUMO   10.155 eV
E_LUMO   -0.0470 Ha
DFT total energy   -282.90456 Eh

Structure (XYZ):
```
7
Properties=species:S:1:pos:R:3:forces:R:3:mulliken_charge:R:1
O 1.0283 1.3523 -0.3208 -0.2 -0.2 0.1 -0.37
C 0.5327 0.2510 -0.2842 0.2 0.8 0.0 0.31
C -0.6616 0.0219 0.5149 -0.4 0.1 0.3 -0.20
C -1.6250 0.1604 1.2300 0.6 -0.2 -0.4 0.02
C 1.2250 -0.7558 -1.1167 0.6 -0.5 -0.6 0.20
N 1.9419 -1.2950 -1.8490 -0.9 0.3 0.9 -0.34
H -2.4785 0.2974 1.8668 0.2 -0.2 -0.2 0.37
```
Positions in Å, forces in eV/Å.

=====

Molecular formula: C20H23ClN4O
Method: DFT, ωB97M-V with the def2-TZVPD basis set

Calculated values
F_max   0.83 eV Å⁻¹
HOMO energy   -8.26 eV
Charge   0
Gap between HOMO and LUMO   8.326 eV
E_LUMO   0.0026 Ha
DFT total energy   -1530.42019 Eh

Structure (XYZ):
```
49
Properties=species:S:1:pos:R:3:forces:R:3:mulliken_charge:R:1
C 0.9756 2.7339 0.1154 0.2 -0.3 -0.1 -1.07
H 0.6944 3.5992 -0.4787 -0.1 0.1 0.0 0.45
H 1.4728 3.0788 1.0195 0.0 0.1 0.1 0.34
H 0.0646 2.2091 0.3946 -0.1 0.0 0.1 0.08
C 1.9035 1.8325 -0.7087 -0.2 0.2 0.0 -0.23
N 2.4603 0.6799 -0.0238 0.1 0.0 0.0 0.42
C 1.4902 -0.3144 0.3950 0.1 -0.1 -0.3 -0.63
H 0.6300 0.1278 0.9220 0.1 -0.1 0.0 0.35
C 0.9873 -1.1820 -0.7690 0.4 -0.3 0.7 -1.35
N -0.0903 -0.5807 -1.5132 -0.4 0.1 0.0 0.47
C -1.3265 -0.2052 -1.0733 -0.1 0.1 -0.6 0.06
N -2.0395 0.4441 -1.9540 -0.4 -0.1 0.5 -0.92
C -1.2601 0.4964 -3.0792 0.7 -0.2 0.1 0.67
C -1.5165 1.0553 -4.3257 0.0 0.0 0.1 -0.69
C -0.5307 0.9576 -5.2844 -0.1 0.1 -0.1 -0.41
C 0.6848 0.3233 -5.0219 0.1 0.0 0.0 -0.75
C 0.9583 -0.2389 -3.7911 0.2 -0.1 0.1 -0.67
C -0.0272 -0.1471 -2.8209 -0.5 0.3 -0.5 0.38
H 1.9036 -0.7239 -3.5994 0.1 0.0 0.0 0.37
H 1.4294 0.2712 -5.8023 0.1 0.0 0.0 0.40
H -0.6975 1.3803 -6.2641 0.0 0.0 -0.1 0.38
H -2.4577 1.5423 -4.5224 -0.1 0.1 0.0 0.44
N -1.8235 -0.3989 0.2088 -0.1 0.2 0.2 0.06
C -1.7623 -1.5449 0.9617 0.0 0.0 0.0 0.31
O -1.1674 -2.5444 0.6177 -0.1 -0.1 0.0 -0.63
C -2.4839 -1.4530 2.2606 -0.1 -0.1 0.3 0.45
C -2.6957 -0.2507 2.9310 0.0 -0.2 -0.1 -0.16
C -3.3570 -0.2352 4.1444 -0.1 0.0 0.1 -1.02
C -3.8148 -1.4258 4.6906 0.2 0.1 -0.3 0.42
C -3.6007 -2.6337 4.0424 0.0 0.1 0.1 -0.69
C -2.9300 -2.6409 2.8358 0.1 0.1 -0.1 -0.43
H -2.7422 -3.5676 2.3154 0.0 -0.1 0.0 0.46
H -3.9535 -3.5530 4.4821 0.0 -0.1 0.1 0.42
Cl -4.6504 -1.4020 6.1993 -0.1 0.0 0.2 -0.20
H -3.5172 0.6936 4.6689 0.0 0.1 0.1 0.41
H -2.3235 0.6796 2.5275 0.0 0.1 0.0 0.49
H -2.5869 0.2365 0.4006 0.1 -0.1 0.0 0.43
H 0.6426 -2.1397 -0.3691 0.1 0.2 -0.2 0.40
H 1.8130 -1.3555 -1.4595 -0.1 0.0 0.1 0.33
H 1.9874 -0.9846 1.0973 -0.1 0.0 0.0 0.48
C 3.4097 1.0164 1.0262 0.2 -0.2 0.0 -0.53
C 4.5293 -0.0186 1.1036 -0.2 0.3 0.1 -1.32
H 4.1493 -0.9942 1.3949 0.0 -0.1 0.0 0.31
H 5.0074 -0.1133 0.1327 0.1 0.0 -0.1 0.30
H 5.2717 0.2923 1.8343 0.1 0.0 0.1 0.44
H 2.9228 1.1082 2.0109 0.0 0.1 0.0 0.30
H 3.8529 1.9845 0.7836 -0.1 0.0 0.0 0.46
H 1.3652 1.4787 -1.5891 0.1 0.1 0.0 -0.12
H 2.7492 2.4267 -1.0668 -0.1 0.0 -0.1 0.52
```
Positions in Å, forces in eV/Å.

=====

Molecular formula: C2H2KLiO2
Method: DFT, ωB97M-V with the def2-TZVPD basis set

Calculated values
Energy relative to the best compared isomer or geometry (same formula, charge and spin)   5.094 eV
F_max   4.20 eV Å⁻¹
HOMO energy (alpha / beta)   -8.94 / -3.24 eV
Charge   0
Gap between HOMO and LUMO (alpha / beta)   8.874 / 2.798 eV
E_LUMO (alpha / beta)   -0.0023 / -0.0164 Ha
DFT total energy   -835.16849 Eh

Structure (XYZ):
```
8
Properties=species:S:1:pos:R:3:forces:R:3:mulliken_charge:R:1
O -0.3446 0.2482 1.8622 -1.7 0.0 1.5 -0.52
C -1.2864 0.0438 1.1408 3.8 0.2 -1.7 0.33
C -1.3652 -0.1527 -0.2164 -2.5 -0.2 0.6 -0.43
O 1.4612 0.0872 -0.4108 0.5 -0.1 -0.6 -0.77
K 3.4415 -0.1161 -2.4038 -0.3 0.0 0.4 0.10
Li 1.6038 0.3801 1.3117 -0.4 0.0 0.0 0.81
H -1.8324 0.6707 -0.7697 0.3 -0.3 0.0 0.24
H -1.6780 -1.1611 -0.5139 0.2 0.3 -0.1 0.24
```
Positions in Å, forces in eV/Å.